Here is a cluster of 2 separate species, C8H8N3O3 in total at a distorted geometry from the OMol25 dataset. Energies are from the ωB97M-V functional and the def2-TZVPD basis.

The geometry in ORCA input format:
```
! RIJCOSX wB97M-V def2-TZVPD def2/J DEFGRID3
* xyz -1 1
C 3.285 -0.358 -0.345
C 2.799 0.380 0.774
C 2.445 -1.154 -1.057
C 1.473 0.611 0.963
C 1.099 -1.155 -0.784
C 0.612 -0.247 0.177
C -1.322 2.023 -0.521
C -0.735 -0.248 0.592
N -1.596 -0.891 -0.181
N -2.339 1.740 -1.047
N -2.807 -0.964 0.125
O -3.371 -0.237 1.373
O -0.406 2.589 -0.134
O -3.689 -1.554 -0.536
H 4.262 -0.502 -0.619
H 3.612 0.885 1.350
H 2.733 -1.766 -1.771
H 1.205 1.305 1.808
H 0.562 -1.906 -1.327
H -1.166 0.280 1.553
H -4.007 0.378 0.942
H -2.649 0.788 -1.336
*
```

Output
LUMO level (alpha / beta), eV: 3.584 / 3.584
Relative energy (zero: lowest compared OMol25 entry of this formula, charge and spin), kcal/mol: 146.8
Orbital gap (alpha / beta), eV: 5.887 / 5.889
HOMO energy (alpha / beta), eV: -2.30 / -2.31

Atomic partial charges in e from the Löwdin method, atoms 1 to 4: -0.131, -0.125, -0.140, -0.077

Here is a cluster of 2 separate species, C8H8N4O2 in total at a distorted geometry from the OMol25 dataset. Energies are from the ωB97M-V functional and the def2-TZVPD basis.

The geometry in ORCA input format:
```
! RIJCOSX wB97M-V def2-TZVPD def2/J DEFGRID3
* xyz 0 1
C -2.824 -0.790 -2.268
C -2.188 -0.230 -1.177
C -0.824 -1.441 -2.482
C 2.219 0.090 1.317
C 0.987 0.513 1.657
C 2.399 -0.515 0.013
C -0.164 0.537 0.754
C 0.148 -0.411 -0.378
N -1.985 -1.465 -3.044
N 1.368 -0.687 -0.810
N -0.883 -0.636 -1.264
N -0.200 -2.026 0.915
O 0.498 -2.970 0.712
O -1.015 -1.851 1.797
H -3.841 -0.711 -2.450
H -2.622 0.193 -0.323
H 0.009 -1.900 -2.771
H 3.127 0.061 1.946
H 0.825 0.835 2.629
H 3.413 -0.829 -0.344
H -1.042 -0.003 1.281
H -0.574 1.462 0.558
*
```

Output
LUMO level (alpha / beta), eV: -1.345 / -1.345
Relative energy (zero: lowest compared OMol25 entry of this formula, charge and spin), kcal/mol: 131.3
Orbital gap (alpha / beta), eV: 7.279 / 7.283
HOMO energy (alpha / beta), eV: -8.62 / -8.63

Atomic partial charges in e from the Löwdin method, atoms 1 to 4: -0.150, -0.047, -0.065, -0.044

Here is the ion C8H8NO2S with charge +1 at a distorted geometry from the OMol25 dataset. Energies are from the ωB97M-V functional and the def2-TZVPD basis.

The geometry in ORCA input format:
```
! RIJCOSX wB97M-V def2-TZVPD def2/J DEFGRID3
* xyz 1 1
C 2.307 1.334 -0.681
C 3.511 0.787 -0.305
C 1.192 0.454 -0.483
C 1.674 -0.720 -0.043
C -0.221 -1.652 0.169
C -2.500 -0.820 -0.579
C -0.319 0.649 -0.673
C -1.569 -0.041 1.396
N -1.090 -0.447 0.054
O -0.634 -2.743 0.373
O -2.697 -0.722 -1.704
S 3.384 -0.849 0.135
H 2.196 2.295 -0.941
H 4.429 1.273 -0.402
H -2.948 -1.260 0.300
H -0.698 1.676 -0.336
H -0.653 0.578 -1.630
H -2.553 0.585 1.279
H -1.873 -0.862 1.991
H -0.937 0.486 2.079
*
```

Output
LUMO level, eV: -4.484
Relative energy (zero: lowest compared OMol25 entry of this formula, charge and spin), kcal/mol: 74.3
Orbital gap, eV: 8.597
HOMO energy, eV: -13.08

Atomic partial charges in e from the Löwdin method, atoms 1 to 4: -0.103, -0.369, -0.282, -0.278

Here is an isolated molecule of C8H8O at a distorted geometry from the OMol25 dataset. Energies are from the ωB97M-V functional and the def2-TZVPD basis.

The geometry in ORCA input format:
```
! RIJCOSX wB97M-V def2-TZVPD def2/J DEFGRID3
* xyz 0 1
C -1.182 1.079 -1.030
C -1.787 -0.160 -0.642
C 1.313 1.776 -0.715
C 0.131 1.089 -0.648
C -0.963 -1.018 0.110
C 0.457 -0.146 0.072
C 2.277 1.051 0.266
C -1.143 -2.259 0.871
O 1.677 -0.196 0.631
H -1.734 1.981 -1.417
H -2.798 -0.483 -0.736
H 1.650 2.650 -1.083
H 3.338 0.826 -0.099
H 2.288 1.636 1.288
H -0.611 -2.291 1.796
H -0.668 -3.072 0.418
H -2.243 -2.463 0.916
*
```

Output
LUMO level (alpha / beta), eV: -0.341 / -0.245
Relative energy (zero: lowest compared OMol25 entry of this formula, charge and spin), kcal/mol: 75.8
Orbital gap (alpha / beta), eV: 6.353 / 6.454
HOMO energy (alpha / beta), eV: -6.69 / -6.70

Atomic partial charges in e from the Löwdin method, atoms 1 to 4: -0.108, -0.063, 0.090, -0.268

Here is an isolated molecule of C8H8O3 at a distorted geometry from the OMol25 dataset. Energies are from the ωB97M-V functional and the def2-TZVPD basis.

The geometry in ORCA input format:
```
! RIJCOSX wB97M-V def2-TZVPD def2/J DEFGRID3
* xyz 0 1
C 0.354 -0.137 2.743
C -0.080 0.041 1.632
C 1.183 -0.932 -1.230
C -0.009 1.318 -0.499
C -1.535 -0.646 -0.300
C -0.887 -1.974 -0.744
C -0.551 0.273 0.341
C 1.078 2.164 0.126
O 2.274 -0.567 -1.429
O -0.434 1.530 -1.632
O 0.318 -1.791 -1.520
H 0.736 -0.260 3.712
H -1.942 -0.135 -1.178
H -2.344 -0.907 0.383
H -0.614 -2.575 0.131
H -1.547 -2.548 -1.395
H 0.622 2.831 0.857
H 1.563 2.765 -0.637
H 1.816 1.551 0.638
*
```

Output
LUMO level (alpha / beta), eV: -0.363 / -1.014
Relative energy (zero: lowest compared OMol25 entry of this formula, charge and spin), kcal/mol: 117.4
Orbital gap (alpha / beta), eV: 7.538 / 6.639
HOMO energy (alpha / beta), eV: -7.90 / -7.65

Atomic partial charges in e from the Löwdin method, atoms 1 to 4: 0.142, -0.140, -0.239, -0.495

Here is an isolated molecule of C8H8O3 at a distorted geometry from the OMol25 dataset. Energies are from the ωB97M-V functional and the def2-TZVPD basis.

The geometry in ORCA input format:
```
! RIJCOSX wB97M-V def2-TZVPD def2/J DEFGRID3
* xyz 0 1
C -1.438 -2.106 1.242
C 0.333 -0.785 0.226
C 1.648 -1.071 0.806
C 2.725 -0.168 0.505
C 2.403 1.018 -0.138
C 1.103 1.452 -0.251
C 0.031 0.456 -0.259
C -1.272 1.070 -0.738
H -1.584 -1.099 1.779
H -2.382 -2.715 0.741
H -0.953 -2.745 2.087
H 1.782 -2.073 0.855
H 3.688 -0.610 0.736
H 3.178 1.668 -0.488
H 0.971 2.488 -0.551
H -3.218 1.065 -0.558
O -0.545 -1.841 0.001
O -2.449 0.390 -0.268
O -1.341 2.055 -1.352
*
```

Output
LUMO level, eV: 0.326
Relative energy (zero: lowest compared OMol25 entry of this formula, charge and spin), kcal/mol: 66.4
Orbital gap, eV: 9.516
HOMO energy, eV: -9.19

Atomic partial charges in e from the Löwdin method, atoms 1 to 4: -0.035, -0.268, 0.034, -0.047

Here is an isolated molecule of C8H8O3 at a distorted geometry from the OMol25 dataset. Energies are from the ωB97M-V functional and the def2-TZVPD basis.

The geometry in ORCA input format:
```
! RIJCOSX wB97M-V def2-TZVPD def2/J DEFGRID3
* xyz 0 1
C 0.068 -1.596 -2.926
C 0.897 -0.835 -1.869
C 0.250 -0.429 -0.492
C -1.058 -0.596 -0.223
C -1.570 0.145 0.876
C -0.770 0.829 1.781
C 0.629 0.916 1.475
C 1.125 0.330 0.343
H 0.853 -1.542 -3.857
H -0.870 -1.098 -3.204
H -0.095 -2.670 -2.616
H -1.842 -1.250 -0.722
H -2.889 0.627 1.968
H -1.077 1.267 2.744
H 2.323 1.544 2.152
H 2.149 0.491 0.067
O 2.061 -0.636 -2.116
O -2.905 0.296 0.955
O 1.347 1.595 2.371
*
```

Output
LUMO level, eV: 0.345
Relative energy (zero: lowest compared OMol25 entry of this formula, charge and spin), kcal/mol: 42.9
Orbital gap, eV: 9.009
HOMO energy, eV: -8.66

Atomic partial charges in e from the Löwdin method, atoms 1 to 4: -0.034, -0.378, -0.142, 0.009

Here is an isolated molecule of C8H8O3S at a distorted geometry from the OMol25 dataset. Energies are from the ωB97M-V functional and the def2-TZVPD basis.

The geometry in ORCA input format:
```
! RIJCOSX wB97M-V def2-TZVPD def2/J DEFGRID3
* xyz 0 1
C -0.371 -2.592 0.105
C -0.352 -2.407 1.492
C -0.043 -1.513 -0.706
C -0.030 -1.145 1.976
C 0.352 -0.267 -0.228
C 0.325 -0.098 1.119
C -0.816 2.896 -2.058
C 0.690 1.191 1.757
O 1.629 0.338 -2.302
O -0.414 1.624 -2.195
O -1.669 3.237 -2.960
S 1.013 1.045 -1.273
H -0.553 -3.599 -0.272
H -0.477 -3.263 2.188
H 0.129 -1.556 -1.850
H -0.163 -1.085 3.087
H 0.190 2.220 1.645
H 0.827 0.947 2.756
H 1.655 1.447 1.362
H -1.922 2.582 -3.642
*
```

Output
LUMO level, eV: -0.114
Relative energy (zero: lowest compared OMol25 entry of this formula, charge and spin), kcal/mol: 75.9
Orbital gap, eV: 8.950
HOMO energy, eV: -9.06

Atomic partial charges in e from the Löwdin method, atoms 1 to 4: -0.074, -0.073, -0.064, -0.044

Here is an isolated molecule of C8H8O4 at a distorted geometry from the OMol25 dataset. Energies are from the ωB97M-V functional and the def2-TZVPD basis.

The geometry in ORCA input format:
```
! RIJCOSX wB97M-V def2-TZVPD def2/J DEFGRID3
* xyz 0 1
C 2.816 -0.449 0.401
C 0.546 -0.580 -0.284
C -0.011 -1.841 -0.333
C -1.415 -1.961 -0.171
C -2.317 -0.991 -0.007
C -1.792 0.276 0.019
C -0.344 0.545 -0.159
C 0.299 1.759 -0.204
H 3.767 -0.557 0.033
H 2.499 -1.193 1.228
H 2.606 0.467 0.904
H 0.585 -2.792 -0.232
H -1.839 -2.940 -0.250
H -3.402 -1.172 0.100
H -2.402 2.163 0.304
H 0.270 3.624 -0.858
O 1.858 -0.446 -0.604
O -2.711 1.304 0.383
O -0.424 2.833 -0.644
O 1.412 1.950 0.372
*
```

Output
LUMO level, eV: 0.111
Relative energy (zero: lowest compared OMol25 entry of this formula, charge and spin), kcal/mol: 50.7
Orbital gap, eV: 9.117
HOMO energy, eV: -9.01

Atomic partial charges in e from the Löwdin method, atoms 1 to 4: -0.068, -0.228, 0.014, -0.082

Here is a structure of composition C8H8S at a distorted geometry from the OMol25 dataset. Energies are from the ωB97M-V functional and the def2-TZVPD basis.

The geometry in ORCA input format:
```
! RIJCOSX wB97M-V def2-TZVPD def2/J DEFGRID3
* xyz 0 1
C 1.723 -0.297 -1.471
C 1.352 0.091 -0.321
C 0.973 -1.129 -2.299
C -0.140 -1.545 -1.670
C -0.503 -1.214 -0.342
C 0.230 -0.132 0.482
C -0.462 2.185 1.224
C -0.296 0.758 1.573
S 0.257 -2.355 0.930
H 1.354 -1.432 -3.373
H -0.592 -2.314 -2.262
H -1.566 -1.072 -0.151
H -0.142 2.718 2.131
H -1.541 2.188 0.962
H 0.049 2.485 0.278
H -1.136 0.327 1.990
H 0.441 0.739 2.320
*
```

Output
LUMO level (alpha / beta), eV: -0.552 / -0.552
Relative energy (zero: lowest compared OMol25 entry of this formula, charge and spin), kcal/mol: 104.7
Orbital gap (alpha / beta), eV: 7.559 / 7.560
HOMO energy (alpha / beta), eV: -8.11 / -8.11

Atomic partial charges in e from the Löwdin method, atoms 1 to 4: 0.014, 0.017, -0.125, -0.146